Molecular formula: C3H8N4
Method: DFT, ωB97M-V/def2-TZVPD

Highest occupied orbital energy in eV: -7.6971
Energy relative to the best compared isomer or geometry (same formula, charge and spin) in kcal/mol: 119.6
SMILES string: [H]/N=C/N(C)/C=N\N
Total energy in Eh: -337.9631
Gap between HOMO and LUMO in Eh: 0.314
Net charge: 0

```
15
Properties=species:S:1:pos:R:3:forces:R:3
H -0.958 -2.582 -1.010 -0.750 4.276 0.331
N -1.100 -1.456 -0.681 0.059 -5.144 -1.330
C -0.219 -0.696 -1.186 -0.078 1.294 0.167
N 0.046 0.486 -0.598 0.849 4.687 2.979
C 1.195 1.501 -0.893 0.556 -1.539 -2.120
C -0.273 0.859 0.793 -1.740 -6.010 1.025
N -0.564 0.051 1.817 0.679 4.760 -3.522
N -0.546 -1.266 1.786 -0.172 -2.632 1.492
H 0.266 -0.681 -2.138 0.674 -1.085 -0.775
H 1.337 1.521 -2.179 0.307 -0.243 4.106
H 1.126 2.588 -0.547 -1.172 -1.590 -0.627
H 1.985 1.107 -0.131 -0.394 0.590 -2.333
H -0.424 1.852 1.025 0.126 2.069 0.023
H -0.691 -1.412 2.770 -0.231 -1.371 0.173
H -1.179 -1.872 1.171 1.287 1.939 0.410
```
Forces are in eV/Å.

Mulliken population analysis, charges in e, atoms 1 to 8:
1 H 0.254
2 N -0.706
3 C 0.102
4 N -0.051
5 C -0.808
6 C -0.174
7 N -0.348
8 N -0.389

Molecular formula: C3H8N4
Method: DFT, ωB97M-V/def2-TZVPD

Highest occupied orbital energy in eV: -7.8650
Energy relative to the best compared isomer or geometry (same formula, charge and spin) in kcal/mol: 115.6
SMILES string: [H]/N=N/N1CCCN1
Total energy in Eh: -337.9696
Gap between HOMO and LUMO in Eh: 0.330
Net charge: 0

```
15
Properties=species:S:1:pos:R:3:forces:R:3
H 0.652 2.966 2.016 0.477 0.856 -0.022
N 0.457 1.985 1.901 -1.277 -2.008 -1.152
N -0.068 1.853 0.807 -0.593 -1.014 -0.239
N -0.898 0.334 0.515 -0.621 4.193 1.411
C -0.093 -0.749 0.903 -0.115 -2.881 1.123
C 0.788 -0.983 -0.318 -2.958 -0.739 -1.910
C -0.258 -0.551 -1.528 1.778 -3.517 0.061
N -1.237 0.257 -0.857 1.165 -2.222 1.615
H -0.851 -1.629 1.199 1.737 1.498 -0.981
H 0.504 -0.604 1.855 -0.882 0.508 -1.110
H 1.138 -1.974 -0.520 0.120 -0.684 0.200
H 1.613 -0.342 -0.326 1.223 1.226 0.089
H 0.349 -0.157 -2.324 0.041 1.105 -0.280
H -0.672 -1.530 -2.071 0.302 1.870 1.571
H -1.424 1.126 -1.252 -0.396 1.808 -0.378
```
Forces are in eV/Å.

Mulliken population analysis, charges in e, atoms 1 to 8:
1 H 0.276
2 N -0.432
3 N -0.009
4 N -0.093
5 C -0.389
6 C -0.660
7 C -0.451
8 N -0.294